# 1
DFT (the ωB97M-V functional and the def2-TZVPD basis) results for 4 unconnected molecules or ions with the total composition C23H50BrN4O11P in a non-equilibrium geometry.

The SMILES is OP(O)c1nnc(CCCBr)nn1.COCCOCCOC.COCCOCCOC.COCCOCCOC. Its LUMO energy is -1.04 eV. The value obtained for the HOMO energy is -9.1 eV. The value obtained for the relative energy (zero: lowest compared OMol25 entry of this formula, charge and spin) is 0.505 eV. Its gap between HOMO and LUMO is 8.03 eV.

Geometry (Å):
O (1.187, -2.553, -2.655)
P (0.710, -3.330, -4.012)
O (1.149, -2.311, -5.206)
C (-1.088, -2.891, -4.032)
N (-1.658, -2.700, -2.869)
N (-2.948, -2.394, -2.879)
C (-3.520, -2.302, -4.058)
C (-4.941, -1.898, -4.105)
C (-5.055, -0.439, -4.599)
C (-4.074, 0.525, -3.936)
Br (-2.525, 0.945, -5.044)
N (-2.947, -2.538, -5.225)
N (-1.671, -2.851, -5.212)
H (0.590, -1.790, -2.526)
H (2.117, -2.346, -5.284)
H (-5.408, -2.029, -3.145)
H (-5.377, -2.524, -4.872)
H (-6.056, -0.069, -4.452)
H (-4.870, -0.439, -5.664)
H (-3.744, 0.200, -2.965)
H (-4.566, 1.470, -3.802)
C (4.352, -1.090, -2.438)
O (4.161, -0.377, -1.236)
C (3.476, -1.140, -0.256)
C (3.794, -0.644, 1.136)
O (5.062, -1.060, 1.627)
C (6.212, -0.426, 1.084)
C (6.412, 0.997, 1.553)
O (5.571, 1.891, 0.843)
C (5.314, 3.075, 1.563)
H (3.393, -1.348, -2.895)
H (4.913, -0.450, -3.117)
H (4.934, -2.002, -2.259)
H (3.751, -2.198, -0.334)
H (2.396, -1.041, -0.433)
H (3.067, -1.094, 1.817)
H (3.680, 0.440, 1.204)
H (6.223, -0.488, -0.005)
H (7.055, -1.014, 1.455)
H (7.456, 1.290, 1.371)
H (6.210, 1.053, 2.629)
H (4.814, 2.854, 2.513)
H (4.653, 3.692, 0.958)
H (6.240, 3.629, 1.758)
C (0.306, -6.985, 6.405)
O (0.846, -6.196, 5.371)
C (-0.060, -5.208, 4.911)
C (0.675, -4.047, 4.280)
O (1.255, -3.149, 5.215)
C (2.435, -3.572, 5.886)
C (3.672, -3.568, 5.017)
O (3.713, -4.719, 4.190)
C (4.489, -4.508, 3.030)
H (-0.572, -7.545, 6.059)
H (1.073, -7.689, 6.719)
H (0.028, -6.365, 7.266)
H (-0.673, -4.836, 5.740)
H (-0.717, -5.666, 4.158)
H (-0.063, -3.451, 3.738)
H (1.414, -4.397, 3.556)
H (2.294, -4.541, 6.367)
H (2.587, -2.832, 6.675)
H (4.563, -3.575, 5.660)
H (3.681, -2.657, 4.407)
H (4.075, -3.688, 2.433)
H (4.461, -5.421, 2.438)
H (5.529, -4.280, 3.288)
C (-5.232, 7.506, 1.138)
O (-4.492, 7.004, 0.049)
C (-3.703, 5.879, 0.400)
C (-3.408, 5.024, -0.811)
O (-4.493, 4.201, -1.217)
C (-5.580, 4.828, -1.883)
C (-5.276, 5.240, -3.306)
O (-4.543, 6.452, -3.341)
C (-3.786, 6.589, -4.523)
H (-4.571, 7.863, 1.936)
H (-5.830, 8.340, 0.774)
H (-5.908, 6.741, 1.537)
H (-4.219, 5.271, 1.153)
H (-2.755, 6.240, 0.823)
H (-2.615, 4.328, -0.533)
H (-3.039, 5.631, -1.639)
H (-5.972, 5.667, -1.306)
H (-6.360, 4.064, -1.924)
H (-6.221, 5.396, -3.845)
H (-4.712, 4.438, -3.800)
H (-3.058, 5.774, -4.617)
H (-3.245, 7.531, -4.461)
H (-4.432, 6.606, -5.408)

# 2
DFT (the ωB97M-V functional and the def2-TZVPD basis) results for C23H29N3O4 in the gas phase.

The SMILES is COc1cc(C(=O)N[C@H](C)Cc2ccccn2)ccc1OC1CCN(C(C)=O)CC1. Its LUMO energy is 0.60 eV. The value obtained for the HOMO energy is -8.1 eV. The value obtained for the relative energy (zero: lowest compared OMol25 entry of this formula, charge and spin) is 1.135 eV. Its gap between HOMO and LUMO is 8.72 eV.

Geometry (Å):
C (4.646, 0.207, -1.098)
H (4.336, 1.014, -1.771)
O (3.588, -0.683, -0.837)
C (2.486, -0.193, -0.203)
C (2.306, 1.120, 0.179)
C (1.136, 1.536, 0.819)
C (0.149, 0.603, 1.091)
C (0.318, -0.721, 0.715)
C (1.468, -1.138, 0.067)
O (1.745, -2.407, -0.334)
C (0.783, -3.436, -0.176)
C (-0.386, -3.275, -1.171)
C (-0.694, -4.585, -1.888)
N (0.468, -5.049, -2.619)
C (0.328, -5.403, -3.919)
O (-0.762, -5.435, -4.461)
C (1.602, -5.767, -4.648)
H (1.355, -5.970, -5.686)
H (2.051, -6.656, -4.211)
H (2.320, -4.951, -4.599)
C (1.745, -4.937, -1.942)
H (2.312, -4.079, -2.325)
C (1.537, -4.742, -0.445)
H (0.988, -5.584, -0.025)
H (2.509, -4.683, 0.044)
H (2.333, -5.844, -2.111)
H (-1.493, -4.445, -2.621)
H (-1.021, -5.346, -1.170)
H (-1.287, -2.922, -0.670)
H (-0.099, -2.526, -1.912)
H (0.418, -3.442, 0.862)
H (-0.464, -1.428, 0.942)
H (-0.754, 0.878, 1.613)
C (1.058, 2.979, 1.188)
O (2.051, 3.688, 1.237)
N (-0.179, 3.444, 1.450)
H (-1.009, 2.872, 1.339)
C (-0.444, 4.821, 1.793)
C (-0.571, 4.988, 3.309)
H (-1.380, 4.371, 3.694)
H (0.357, 4.683, 3.786)
H (-0.769, 6.027, 3.561)
H (0.413, 5.410, 1.443)
C (-1.719, 5.284, 1.065)
C (-2.935, 4.539, 1.533)
N (-2.939, 3.220, 1.356)
C (-3.984, 2.518, 1.755)
C (-5.099, 3.084, 2.350)
C (-5.105, 4.457, 2.542)
C (-4.008, 5.195, 2.131)
H (-3.981, 6.265, 2.270)
H (-5.950, 4.944, 3.006)
H (-5.933, 2.471, 2.655)
H (-3.919, 1.450, 1.584)
H (-1.857, 6.353, 1.222)
H (-1.584, 5.103, -0.004)
H (3.058, 1.871, 0.001)
H (5.419, -0.389, -1.581)
H (5.044, 0.640, -0.175)

# 3
DFT (the ωB97M-V functional and the def2-TZVPD basis) results for a molecular structure, C41H31N3O5PSV in a non-equilibrium geometry.

Its charge is +2. Its LUMO energy (alpha / beta) is -7.59 / -7.59 eV. The value obtained for the HOMO energy (alpha / beta) is -13.2 / -13.2 eV. The value obtained for the relative energy (zero: lowest compared OMol25 entry of this formula, charge and spin) is 2.198 eV. Its gap between HOMO and LUMO (alpha / beta) is 5.62 / 5.62 eV.

Geometry (Å):
V (-0.540, -0.313, 0.147)
O (-2.556, 4.659, 1.237)
C (-1.683, 4.737, 0.245)
C (-1.395, 6.006, -0.272)
C (-0.487, 6.166, -1.291)
C (0.154, 5.056, -1.855)
C (-0.111, 3.802, -1.372)
C (-1.012, 3.614, -0.302)
C (-1.160, 2.297, 0.246)
O (-0.471, 1.285, -0.209)
N (-1.923, 2.015, 1.275)
N (-1.772, 0.751, 1.689)
C (-2.396, 0.419, 2.770)
C (-2.162, -0.815, 3.472)
C (-2.946, -1.194, 4.570)
C (-2.603, -2.349, 5.257)
C (-1.512, -3.085, 4.819)
C (-0.797, -2.630, 3.710)
N (-1.100, -1.525, 3.063)
H (-2.729, 3.740, 1.510)
H (-1.910, 6.848, 0.160)
H (-0.270, 7.159, -1.655)
H (0.857, 5.189, -2.663)
H (0.371, 2.928, -1.792)
H (-3.070, 1.147, 3.221)
H (-3.796, -0.600, 4.870)
H (-3.168, -2.665, 6.122)
H (-1.208, -3.989, 5.325)
H (0.060, -3.179, 3.339)
O (-0.449, -3.919, -0.669)
S (0.291, -2.717, -0.547)
O (0.255, -1.774, -1.675)
O (-0.143, -1.898, 0.642)
C (2.042, -2.927, -0.327)
C (2.733, -4.116, -0.224)
C (4.121, -4.070, -0.128)
C (4.793, -2.856, -0.162)
C (4.090, -1.666, -0.290)
C (2.700, -1.706, -0.375)
P (1.733, -0.177, -0.509)
C (2.203, 0.662, -2.043)
C (1.611, 0.284, -3.249)
C (1.994, 0.901, -4.426)
C (2.955, 1.902, -4.410)
C (3.559, 2.259, -3.213)
C (3.194, 1.645, -2.028)
C (2.199, 0.726, 0.997)
C (2.202, 2.119, 1.104)
C (2.497, 2.714, 2.321)
C (2.754, 1.935, 3.441)
C (2.709, 0.552, 3.349)
C (2.428, -0.052, 2.139)
H (2.195, -5.051, -0.221)
H (4.680, -4.988, -0.030)
H (5.873, -2.836, -0.097)
H (4.613, -0.721, -0.324)
H (0.861, -0.493, -3.259)
H (1.537, 0.602, -5.355)
H (3.230, 2.400, -5.326)
H (4.319, 3.024, -3.199)
H (3.675, 1.920, -1.100)
H (1.983, 2.737, 0.244)
H (2.535, 3.790, 2.399)
H (2.969, 2.406, 4.388)
H (2.910, -0.055, 4.219)
H (2.406, -1.133, 2.061)
C (-4.366, -4.025, -0.956)
C (-3.833, -3.472, 0.212)
C (-3.087, -2.322, 0.161)
C (-2.834, -1.680, -1.068)
C (-2.026, -0.531, -1.187)
C (-1.912, 0.133, -2.390)
C (-2.509, -0.386, -3.546)
C (-3.215, -1.562, -3.484)
C (-3.421, -2.219, -2.254)
C (-4.173, -3.407, -2.163)
H (-4.936, -4.938, -0.896)
H (-4.011, -3.950, 1.162)
H (-2.692, -1.891, 1.073)
H (-1.323, 1.042, -2.476)
H (-2.370, 0.127, -4.488)
H (-3.620, -1.997, -4.386)
H (-4.594, -3.818, -3.068)

# 4
DFT (the ωB97M-V functional and the def2-TZVPD basis) results for C5H6O2 in the gas phase in a non-equilibrium geometry.

Its LUMO energy (alpha / beta) is -0.23 / -0.23 eV. The value obtained for the HOMO energy (alpha / beta) is -9.2 / -9.2 eV. The value obtained for the relative energy (zero: lowest compared OMol25 entry of this formula, charge and spin) is 3.948 eV. Its gap between HOMO and LUMO (alpha / beta) is 9.01 / 9.01 eV.

Geometry (Å):
O (2.030, -0.640, 0.637)
C (0.642, -0.559, 0.692)
C (0.146, 0.876, 0.594)
O (0.717, 0.390, -1.215)
C (0.009, -0.746, -0.690)
C (-1.376, -0.160, -0.608)
C (-1.259, 0.894, 0.222)
H (2.216, -0.229, -0.235)
H (0.285, -1.142, 1.545)
H (0.610, 1.691, 1.162)
H (0.127, -1.715, -1.191)
H (-2.185, -0.383, -1.290)
H (-1.944, 1.719, 0.381)

# 5
DFT (the ωB97M-V functional and the def2-TZVPD basis) results for 2 unconnected molecules or ions with the total composition C4H8NS in a non-equilibrium geometry.

Its charge is +1. Its LUMO energy (alpha / beta) is -3.60 / -8.93 eV. The value obtained for the HOMO energy (alpha / beta) is -11.7 / -14.2 eV. The value obtained for the relative energy (zero: lowest compared OMol25 entry of this formula, charge and spin) is 2.512 eV. As for the spin multiplicity: 3. Its gap between HOMO and LUMO (alpha / beta) is 8.12 / 5.24 eV.

Geometry (Å):
C (-2.068, 1.651, 0.140)
C (-1.304, 0.736, -0.138)
C (0.554, -0.436, -1.500)
C (-0.458, -0.349, -0.398)
N (0.893, 0.325, 1.386)
S (-0.876, -1.764, 0.376)
H (-2.802, 2.459, 0.471)
H (1.028, -1.413, -1.508)
H (1.311, 0.318, -1.259)
H (0.124, -0.294, -2.451)
H (1.741, 0.885, 0.992)
H (0.476, 0.895, 2.124)
H (1.244, -0.446, 1.939)
H (0.139, -2.568, -0.176)

# 6
DFT (the ωB97M-V functional and the def2-TZVPD basis) results for a molecular structure, C4H4LiO5Sm in a non-equilibrium geometry.

Its LUMO energy (alpha / beta) is -0.87 / -0.80 eV. The value obtained for the HOMO energy (alpha / beta) is -5.7 / -9.6 eV. The value obtained for the relative energy (zero: lowest compared OMol25 entry of this formula, charge and spin) is 0.012 eV. As for the spin multiplicity: 8. Its gap between HOMO and LUMO (alpha / beta) is 4.78 / 8.81 eV.

Geometry (Å):
O (-1.202, 2.058, -0.413)
O (-1.185, 0.310, 0.898)
C (2.142, -1.789, -0.405)
C (3.413, -1.045, -0.144)
O (3.126, 0.322, 0.035)
C (-1.824, 1.177, 0.240)
H (1.737, -2.488, 0.333)
H (1.574, -1.595, -1.321)
H (4.110, -1.178, -0.994)
H (3.914, -1.455, 0.752)
O (-3.941, 0.045, 0.435)
O (-3.985, 2.197, -0.056)
C (-3.372, 1.137, 0.209)
Sm (1.115, 1.217, 0.245)
Li (-5.621, 1.089, 0.186)

# 7
DFT (the ωB97M-V functional and the def2-TZVPD basis) results for a molecular structure, C30H29AsN3P2ReS5 in a non-equilibrium geometry.

Its charge is +4. Its LUMO energy is -13.81 eV. The value obtained for the HOMO energy is -18.8 eV. Its gap between HOMO and LUMO is 5.02 eV.

Geometry (Å):
Re (0.056, -0.326, 0.179)
N (1.536, -0.173, 2.805)
P (-0.056, 0.328, 2.559)
C (-1.295, -0.820, 3.227)
C (-1.024, -1.464, 4.432)
C (-2.056, -2.111, 5.090)
C (-3.331, -2.134, 4.541)
C (-3.593, -1.500, 3.334)
C (-2.573, -0.846, 2.666)
C (-0.247, 1.852, 3.478)
C (0.871, 2.650, 3.747)
C (0.743, 3.718, 4.613)
C (-0.492, 4.014, 5.181)
C (-1.611, 3.248, 4.874)
C (-1.501, 2.175, 4.012)
P (2.054, -1.141, 1.476)
C (3.496, -0.346, 0.751)
C (3.373, 0.992, 0.358)
C (4.415, 1.612, -0.299)
C (5.590, 0.911, -0.561)
C (5.717, -0.410, -0.159)
C (4.665, -1.054, 0.470)
C (2.575, -2.686, 2.261)
C (2.062, -3.957, 2.064)
C (2.593, -5.020, 2.784)
C (3.619, -4.804, 3.691)
C (4.132, -3.530, 3.880)
C (3.615, -2.461, 3.174)
H (2.008, -0.146, 3.705)
H (-0.036, -1.428, 4.868)
H (-1.864, -2.582, 6.042)
H (-4.127, -2.647, 5.058)
H (-4.588, -1.513, 2.917)
H (-2.764, -0.344, 1.725)
H (1.829, 2.415, 3.306)
H (1.605, 4.321, 4.854)
H (-0.586, 4.851, 5.854)
H (-2.566, 3.481, 5.318)
H (-2.364, 1.565, 3.788)
H (2.449, 1.524, 0.592)
H (4.333, 2.641, -0.613)
H (6.404, 1.395, -1.082)
H (6.633, -0.949, -0.346)
H (4.763, -2.090, 0.758)
H (1.262, -4.126, 1.357)
H (2.210, -6.016, 2.630)
H (4.027, -5.634, 4.249)
H (4.950, -3.363, 4.568)
H (4.033, -1.472, 3.309)
S (0.908, -4.432, -2.567)
As (-0.631, -3.101, -2.502)
S (1.009, 0.191, -1.845)
S (-0.919, -2.277, -0.086)
S (-2.117, -2.279, -3.637)
C (-1.494, 5.282, -3.728)
C (-0.965, 3.968, -3.379)
C (-0.162, 3.199, -4.223)
C (0.379, 1.991, -3.813)
N (0.136, 1.563, -2.529)
C (-0.696, 2.269, -1.718)
S (-1.079, 1.738, -0.153)
N (-1.226, 3.437, -2.160)
C (1.190, 1.172, -4.718)
H (-1.619, 5.400, -4.803)
H (-0.779, 6.063, -3.437)
H (-2.428, 5.511, -3.217)
H (0.037, 3.548, -5.226)
H (-1.842, 3.942, -1.521)
H (0.658, 1.035, -5.662)
H (1.453, 0.203, -4.305)
H (2.109, 1.700, -4.989)

The records above yield E values of -4868.1680; -1359.0975; -3804.4020; -344.4568; -609.6664; -1196.4946; -6311.1752 a.u., respectively.